No. 1
Below is the ion C6H11IN with charge +1, with properties calculated with ωB97M-V/def2-TZVPD.

- E_HOMO (spin up / spin down) (eV) = -11.31 / -11.32
- calculated total energy (eV) = -15977.680
- relative energy (zero: lowest compared OMol25 entry of this formula, charge and spin) (kcal/mol) = 140.9
- largest force on an atom (hartree/bohr) = 0.0516
- charge = +1
- lowest unoccupied orbital energy (spin up / spin down) (Eh) = -0.155 / -0.129
- Kohn-Sham gap (spin up / spin down) (eV) = 7.09 / 7.82

The geometry in XYZ format:
```
19
Properties=species:S:1:pos:R:3:forces:R:3:lowdin_charge:R:1
C 0.640890 -0.395004 2.048305 2.37 -0.38 0.64 -0.01
C 0.463237 -1.068764 0.962359 -2.03 -0.07 -1.51 -0.39
C 1.569096 -1.055430 -1.382197 0.11 -0.19 1.24 -0.03
C 2.623924 -0.707668 -0.432298 0.36 -0.06 1.46 0.01
C -2.763447 1.885280 -0.853353 1.21 0.67 -2.27 -0.25
C -2.807315 0.864091 0.206888 0.53 -0.02 -2.06 -0.65
N 1.424031 -1.562723 0.024104 1.53 -0.97 0.25 -0.08
I -1.959833 -0.944095 0.008433 -0.70 0.72 0.36 1.30
H 1.597187 -0.299124 2.514911 1.39 0.14 -0.26 0.07
H 0.015281 0.014631 2.770982 -2.26 0.39 0.39 0.05
H 0.783220 -0.401221 -1.621089 -0.72 0.77 -0.61 0.09
H 1.892599 -1.836426 -2.030653 -0.45 -0.27 -0.75 0.13
H 3.449734 -1.414134 -0.567052 0.31 1.03 0.44 0.13
H 2.716438 0.252809 0.175031 -0.08 -1.50 -1.26 0.16
H -3.057161 2.893947 -0.531315 0.53 -0.27 0.55 0.08
H -3.528594 1.759369 -1.660392 0.56 -0.59 0.35 0.09
H -1.740806 1.940320 -1.377142 -1.49 0.05 0.65 0.09
H -3.417875 1.218017 0.958846 -0.91 -0.59 2.38 0.01
H 1.628864 -2.582673 0.119655 -0.23 1.14 0.01 0.20
```
Positions in Å, forces in eV/Å.

No. 2
Below is the molecule C6H11IO3, with properties calculated with ωB97M-V/def2-TZVPD.

- SMILES string = C=CCCC(O)(O)[C@H](O)I
- E_HOMO (eV) = -9.07
- calculated total energy (eV) = -20640.873
- relative energy (zero: lowest compared OMol25 entry of this formula, charge and spin) (kcal/mol) = 33.7
- largest force on an atom (hartree/bohr) = 0.0816
- lowest unoccupied orbital energy (Eh) = 0.018
- Kohn-Sham gap (eV) = 9.56

The geometry in XYZ format:
```
21
Properties=species:S:1:pos:R:3:forces:R:3:lowdin_charge:R:1
C -1.578841 2.090466 0.703982 0.40 -1.81 -2.05 0.04
C -1.418620 0.854990 0.277214 -1.55 -1.56 2.85 -0.20
C -0.946096 0.354112 -1.000984 2.91 -2.51 1.68 -0.13
C 0.571776 -0.081496 -0.802823 1.01 -1.06 -1.15 -0.05
C 0.894835 -1.281807 0.093382 -1.55 -2.50 1.18 -0.64
O 2.049475 -2.011931 -0.244499 1.58 3.23 -1.75 0.00
O -0.092925 -2.257141 0.059536 -2.68 -0.01 -0.13 -0.08
C 0.963013 -0.821673 1.574518 1.18 -0.80 1.07 -0.62
O 2.105773 -0.159434 1.858034 1.03 1.21 0.19 -0.08
I 1.010551 -2.711253 2.773520 -0.15 0.07 0.34 0.83
H -1.594638 2.790855 -0.036614 0.47 2.62 -1.48 0.04
H -1.812444 2.296863 1.670382 -0.84 0.68 2.50 0.03
H -1.737768 0.145409 1.058492 0.72 -0.35 -0.48 0.12
H -1.288626 -0.576454 -1.362077 -1.67 -0.74 -0.22 0.10
H -1.080158 1.110431 -1.659270 0.20 2.13 -2.67 0.08
H 1.238323 -0.324477 -1.652577 -1.14 0.35 -0.58 0.14
H 1.089044 0.683590 -0.349875 1.12 2.20 1.01 0.08
H 2.169665 -2.874898 0.116354 -0.60 -0.71 1.12 0.05
H 0.115182 -3.077256 -0.400879 0.40 0.53 -0.14 0.11
H 0.265719 -0.172358 2.095830 -1.05 -0.55 -0.91 0.09
H 2.900999 -0.648610 1.648082 0.19 -0.41 -0.39 0.09
```
Positions in Å, forces in eV/Å.